{
  "formula": "C23H27Cl3F3N7O5S2V",
  "method": "ωB97M-V/def2-TZVPD",
  "symbols": ["V", "C", "N", "C", "C", "N", "N", "C", "N", "N", "H", "H", "H", "H", "H", "H", "H", "H", "H", "H", "H", "Cl", "C", "C", "C", "C", "C", "C", "N", "C", "C", "N", "C", "O", "C", "C", "C", "Cl", "S", "C", "C", "C", "Cl", "C", "H", "H", "H", "H", "H", "H", "H", "H", "H", "H", "H", "H", "H", "C", "C", "O", "H", "H", "H", "F", "C", "F", "F", "S", "O", "O", "O"],
  "coordinates": [[-1.74623, 0.19316, -1.34709], [-3.42571, -4.47712, -1.33987], [-3.62669, -3.53546, -0.25755], [-3.99407, -4.12738, 1.01968], [-3.02817, -2.31124, -0.34173], [-2.17880, -1.95213, -1.24749], [-3.40250, -1.38917, 0.60127], [-2.74818, -0.12259, 0.63620], [-3.60211, 0.91158, 1.01597], [-1.43210, -0.07739, 0.76411], [-4.19512, -5.24498, -1.27843], [-2.44698, -4.96987, -1.28928], [-3.52641, -3.97412, -2.30010], [-5.00021, -4.54570, 0.96673], [-3.95930, -3.38182, 1.80710], [-3.29884, -4.93138, 1.28166], [-1.83795, -2.70836, -1.82388], [-4.37733, -1.38441, 0.85739], [-4.44258, 0.94480, 0.45186], [-3.11003, 1.80254, 0.97076], [-1.15559, 0.85029, 1.07816], [2.93636, 5.42039, -1.09667], [3.07075, 3.83438, -0.41311], [1.98514, 3.27040, 0.23584], [2.12984, 2.00389, 0.77755], [3.31390, 1.27594, 0.67521], [3.34430, -0.13692, 1.23106], [3.37236, -1.19494, 0.12278], [2.33881, -0.90398, -0.85432], [2.52466, -0.30276, -2.07884], [1.28892, 0.07882, -2.50092], [0.35394, -0.28553, -1.55999], [1.01972, -0.87045, -0.58935], [4.44772, -0.43324, 2.05434], [4.57068, 0.39227, 3.20784], [3.33009, 0.41583, 4.05234], [2.83117, -0.66577, 4.71550], [3.52606, -2.23421, 4.76983], [1.37985, -0.32683, 5.55775], [1.38766, 1.28851, 4.99015], [2.48003, 1.54857, 4.22557], [4.37288, 1.88021, 0.00341], [5.89179, 1.05372, -0.20861], [4.26965, 3.15346, -0.53166], [1.04435, 3.79994, 0.30180], [1.28967, 1.55254, 1.29332], [2.41416, -0.26761, 1.79987], [3.22231, -2.18438, 0.55415], [4.33726, -1.17896, -0.37660], [3.50287, -0.19373, -2.51336], [1.00383, 0.56927, -3.41591], [0.56708, -1.22778, 0.32117], [4.83297, 1.41455, 2.91563], [5.40776, -0.03282, 3.76019], [0.59224, 1.96162, 5.26479], [2.68179, 2.51174, 3.77792], [5.10936, 3.59914, -1.04486], [-0.76123, 3.18690, -2.02274], [-1.36502, 2.29195, -0.95404], [-1.55060, 2.81050, 0.15450], [-0.61802, 4.20440, -1.65375], [-1.41288, 3.19079, -2.89929], [0.19822, 2.77368, -2.34795], [-4.99175, -1.68623, -3.54515], [-3.94918, -1.09783, -4.13755], [-4.23136, -0.93039, -5.42436], [-2.90161, -1.92435, -4.05011], [-3.60083, 0.54652, -3.33850], [-2.13513, 0.68378, -3.45510], [-4.41595, 1.46050, -4.06031], [-3.90168, 0.33524, -1.91496]],
  "atomic_forces_ev_per_a": [[-0.324, -0.254, 0.706], [0.010, -0.002, 0.003], [0.048, 0.016, -0.033], [-0.009, 0.008, -0.005], [-0.114, -0.062, 0.121], [0.043, 0.139, -0.141], [-0.053, -0.105, -0.108], [0.251, 0.258, -0.503], [-0.150, -0.075, 0.117], [0.088, 0.017, -0.159], [-0.003, 0.002, 0.001], [-0.001, 0.001, 0.002], [-0.002, -0.001, -0.006], [-0.001, 0.004, 0.001], [0.005, -0.005, 0.008], [-0.001, 0.003, -0.004], [0.007, 0.004, 0.010], [0.023, 0.016, 0.069], [0.028, 0.033, -0.050], [0.008, -0.002, 0.011], [0.020, 0.031, -0.043], [-0.015, 0.018, -0.015], [-0.037, -0.012, 0.023], [0.022, -0.014, -0.042], [-0.019, -0.058, -0.009], [-0.028, 0.032, 0.006], [0.082, 0.012, 0.016], [-0.023, 0.010, -0.012], [-0.034, -0.111, -0.076], [-0.024, 0.142, 0.072], [-0.031, -0.098, -0.135], [-0.041, 0.145, 0.001], [0.077, 0.015, 0.094], [-0.034, -0.011, 0.016], [0.004, -0.023, -0.010], [-0.040, -0.018, -0.007], [0.076, 0.016, 0.076], [0.003, 0.014, 0.007], [-0.089, -0.033, -0.123], [0.066, 0.036, 0.117], [-0.024, -0.022, -0.072], [0.036, -0.032, 0.036], [0.031, 0.042, -0.031], [0.010, -0.017, -0.016], [-0.019, -0.026, 0.046], [-0.030, 0.020, -0.004], [-0.013, 0.014, -0.015], [-0.015, 0.028, 0.018], [0.004, -0.022, -0.022], [0.004, 0.018, 0.000], [-0.002, 0.005, -0.009], [0.000, -0.020, 0.014], [-0.011, 0.003, -0.004], [0.004, 0.017, 0.007], [0.007, 0.007, 0.012], [-0.009, 0.003, -0.018], [0.003, -0.001, 0.005], [-0.082, 0.013, -0.042], [0.101, -0.044, 0.062], [0.071, 0.025, 0.005], [-0.001, 0.027, 0.009], [0.032, 0.015, -0.022], [-0.003, -0.029, 0.002], [-0.011, 0.002, 0.011], [-0.049, 0.056, -0.019], [0.006, 0.006, -0.027], [0.032, -0.024, 0.006], [-0.064, -0.212, -0.016], [0.107, -0.132, 0.155], [0.051, 0.105, 0.045], [0.046, 0.088, -0.109]],
  "fmax_ev_per_a": 0.82,
  "relative_energy_kcal_mol": 12.8,
  "spin_multiplicity": 2,
  "mol_weight_g_mol": 759.944,
  "s2": 0.79
}



{
  "formula": "C7H12N2O5",
  "method": "ωB97M-V/def2-TZVPD",
  "symbols": ["C", "C", "N", "C", "O", "C", "N", "C", "C", "O", "O", "C", "O", "O", "H", "H", "H", "H", "H", "H", "H", "H", "H", "H", "H", "H"],
  "coordinates": [[3.01867, -0.89127, 0.79224], [2.02290, -0.71899, -0.41460], [1.49717, 0.60014, -0.78706], [0.64952, 1.54011, -0.30674], [0.70856, 2.67606, -0.83327], [-0.64319, 1.11492, 0.46454], [-1.23936, 2.25333, 1.15567], [-1.53854, 0.42742, -0.60399], [-2.47689, -0.70023, -0.10440], [-2.23422, -1.60938, 0.67482], [-3.68161, -0.46420, -0.67160], [0.68900, -1.60036, -0.40127], [0.05365, -2.15123, -1.25868], [0.26363, -1.62733, 0.86017], [4.02870, -0.35171, 0.54420], [2.65383, -0.34986, 1.67312], [3.08621, -2.04291, 1.10361], [2.58666, -0.90257, -1.35059], [2.01201, 1.06114, -1.65360], [-0.16689, 0.43806, 1.17478], [-1.25643, 3.00569, 0.47176], [-2.16246, 2.24604, 1.44820], [-2.14393, 1.32226, -0.89990], [-0.83908, 0.12707, -1.39107], [-4.39047, -1.07916, -0.52254], [-0.49744, -2.32303, 0.83622]],
  "atomic_forces_ev_per_a": [[0.224, -0.312, -0.017], [-0.769, -0.618, -1.386], [2.633, 1.584, -2.215], [-1.965, 2.859, -1.748], [-0.076, -1.795, 1.393], [1.407, -0.366, 1.005], [2.626, 0.882, -1.563], [-0.015, 1.083, 0.917], [0.230, -0.130, 0.354], [-1.176, 1.276, -1.270], [0.757, 0.798, -0.353], [1.363, -0.175, 1.373], [0.946, 0.284, -0.907], [-0.585, -2.442, 0.299], [-1.736, -1.519, 0.264], [-0.155, -0.262, -0.130], [0.219, 2.647, -0.938], [-0.392, -0.789, 0.659], [-1.299, -1.207, 2.695], [-1.034, -0.289, 0.365], [0.513, 0.288, 0.062], [-2.068, -1.232, 0.830], [0.228, -1.247, -0.455], [-0.900, -0.396, -0.201], [-0.142, -0.986, 0.621], [1.167, 2.067, 0.348]],
  "fmax_ev_per_a": 3.88,
  "smiles": "C[C@H](NC(=O)[C@@H](N)CC(=O)O)C(=O)O",
  "relative_energy_kcal_mol": 54.6,
  "spin_multiplicity": 1,
  "mol_weight_g_mol": 204.182
}



{
  "formula": "C4H8N2S",
  "method": "ωB97M-V/def2-TZVPD",
  "symbols": ["C", "C", "C", "C", "H", "H", "H", "H", "H", "H", "H", "H", "N", "N", "S"],
  "coordinates": [[-0.90161, -1.34091, 1.27540], [-0.19670, -0.78798, 0.13226], [1.10147, -0.73739, -1.74933], [0.64693, -0.08823, -2.78519], [-1.74622, -0.61073, 2.03048], [-1.52129, -2.25938, 0.51833], [0.13391, -1.92083, 2.06215], [0.38955, 0.92254, -0.61677], [0.85451, 2.31797, 2.03411], [2.17622, -0.89737, -1.53546], [-0.48605, 0.05564, -2.88140], [1.41697, 0.36374, -3.42772], [0.17328, 0.58066, 0.27545], [0.12392, -1.48773, -0.80020], [-0.44990, 1.63156, 1.51566]],
  "atomic_forces_ev_per_a": [[-2.141, -3.745, 2.388], [-0.473, 4.844, 4.800], [-1.135, -2.767, 2.112], [-1.084, 1.042, -0.743], [3.030, -2.511, -2.718], [1.575, 2.280, 3.392], [-3.735, 1.782, -2.334], [0.301, 1.426, -1.027], [-2.518, -1.701, -1.132], [-0.825, 0.065, -0.048], [1.941, -0.187, -0.331], [-0.910, -0.016, -0.060], [-0.573, -0.637, 1.644], [3.641, -0.798, -5.732], [2.906, 0.924, -0.209]],
  "fmax_ev_per_a": 6.84,
  "relative_energy_kcal_mol": 137.1,
  "spin_multiplicity": 1,
  "mol_weight_g_mol": 116.189
}



{
  "formula": "C2H5NO2S",
  "method": "ωB97M-V/def2-TZVPD",
  "symbols": ["C", "C", "O", "H", "H", "N", "S", "O", "H", "H", "H"],
  "coordinates": [[-2.65526, -0.08678, -0.80615], [-3.65163, 0.34699, -0.15478], [-4.52364, 0.84348, 0.45449], [-1.72600, 0.11374, -0.28860], [-2.81627, -0.42320, -1.84435], [2.31945, 0.91830, 0.01427], [1.61725, -0.65641, 0.23942], [2.59950, -1.51167, 1.30210], [2.46608, 1.49269, 0.82873], [3.07209, 0.99447, -0.70894], [3.29843, -2.03162, 0.96380]],
  "atomic_forces_ev_per_a": [[1.640, -0.938, -1.826], [-3.317, 2.120, 2.069], [0.852, -0.912, -0.621], [0.329, -0.369, -0.452], [0.520, 0.096, 0.840], [0.119, -1.854, -1.105], [1.587, 1.524, 0.134], [-1.751, 1.358, 0.967], [-0.072, -0.095, 0.115], [-0.979, -0.237, 1.214], [1.074, -0.692, -1.335]],
  "fmax_ev_per_a": 4.45,
  "smiles": "C=C=O.NSO",
  "relative_energy_kcal_mol": 53.4,
  "spin_multiplicity": 1,
  "mol_weight_g_mol": 107.134
}



{
  "formula": "C4H7N2P",
  "method": "ωB97M-V/def2-TZVPD",
  "symbols": ["C", "C", "C", "C", "N", "N", "P", "H", "H", "H", "H", "H", "H", "H"],
  "coordinates": [[1.32932, 0.85547, -1.08144], [2.63229, 0.72093, -0.68991], [-0.86234, 0.41051, -0.49086], [-1.37195, -1.19046, 1.27815], [0.39924, 0.25257, -0.31428], [-1.76108, -0.24746, 0.26355], [2.99587, -0.13340, 0.77879], [1.03726, 1.42792, -1.96582], [3.43133, 1.16946, -1.26439], [-1.80359, -2.17246, 1.07429], [-0.28662, -1.25640, 1.25721], [-1.69724, -0.85831, 2.26644], [-2.74095, -0.06291, 0.12979], [-1.30152, 1.08453, -1.24153]],
  "atomic_forces_ev_per_a": [[1.259, 0.391, -0.254], [-0.548, 0.331, -0.529], [0.177, 0.173, -0.129], [0.063, -0.246, 0.284], [-1.303, -0.493, 0.472], [-0.292, 0.227, -0.240], [0.345, -0.313, 0.469], [0.016, -0.037, -0.003], [-0.012, 0.120, -0.173], [0.042, 0.016, 0.028], [-0.071, -0.084, 0.111], [0.052, -0.022, -0.024], [0.152, 0.049, -0.104], [0.121, -0.111, 0.091]],
  "fmax_ev_per_a": 1.47,
  "relative_energy_kcal_mol": 58.7,
  "spin_multiplicity": 1,
  "mol_weight_g_mol": 114.088
}